Here is a 16-piece molecular cluster, C61H142O35 overall from the OMol25 dataset. Energies are from the ωB97M-V functional and the def2-TZVPD basis.

Each line ends with the Mulliken charge.
Positions of all 238 atoms, in Å:
C: -5.29178 -1.66263 -2.39960  -0.158
C: -4.12524 -1.18877 -3.24364  0.225
O: -3.23135 -0.63303 -2.20042  0.857
C: -3.59652 -1.09193 -0.97099  -0.348
O: -3.03290 -0.88239 0.12099  -0.385
O: -4.70252 -1.75953 -1.13353  -0.461
H: -5.63373 -2.59889 -2.84072  -0.068
H: -6.16413 -1.00964 -2.42628  0.302
H: -4.56426 -0.38245 -3.83119  0.247
H: -3.80364 -2.07057 -3.79780  -0.458
C: -0.00705 0.71463 -0.39014  0.847
C: 0.12309 -0.23880 -1.57213  2.535
O: 1.06157 -1.16251 -1.11569  -0.378
C: 1.41083 -0.94527 0.11952  -0.056
O: 2.09619 -1.73237 0.71438  -0.607
O: 0.87672 0.20458 0.56192  0.352
H: -0.98320 0.67824 0.09350  -0.589
H: 0.30817 1.72131 -0.66464  -0.246
H: 0.47435 0.24383 -2.48415  -0.946
H: -0.81744 -0.77466 -1.70007  -1.157
C: -5.42625 2.15764 -2.68039  0.205
C: -6.10803 2.64935 -1.38335  -0.564
O: -5.01393 2.68771 -0.48474  -0.350
C: -3.81713 2.60617 -1.12469  0.104
O: -2.66261 2.68878 -0.67953  0.438
O: -4.04094 2.37203 -2.45105  -0.266
H: -5.75946 2.66234 -3.58722  0.414
H: -5.67043 1.09862 -2.76376  -0.374
H: -6.82655 1.91286 -1.02361  0.367
H: -6.46014 3.67644 -1.47933  0.275
C: 0.65017 -7.73219 0.65248  -0.611
O: 1.37150 -7.42731 1.87887  -0.413
C: 0.97561 -6.33578 2.69736  -1.234
C: 0.57398 -4.98370 2.05333  0.901
O: -0.73996 -5.07878 1.44381  -0.534
C: -1.07397 -4.01683 0.55210  0.118
H: 1.13022 -8.52033 0.07240  0.278
H: 0.55546 -6.85599 0.01107  0.153
H: -0.36291 -8.08603 0.84372  0.333
H: 1.72662 -6.17434 3.47068  0.349
H: 0.07020 -6.66164 3.20936  0.538
H: 1.32062 -4.84272 1.27183  0.248
H: 0.67142 -4.24896 2.85256  -0.189
H: -2.09253 -4.23170 0.22886  -0.085
H: -0.39512 -3.82421 -0.27866  0.239
H: -1.05000 -3.03531 1.02553  0.023
C: -1.56334 1.06559 -5.04169  -0.589
O: -1.13270 0.64561 -6.38833  -0.457
C: -1.80557 -0.55764 -6.80249  -0.860
C: -1.34480 -1.86490 -6.09907  -0.449
O: -1.65721 -1.90095 -4.74031  0.324
C: -1.21118 -3.09337 -4.04364  -0.512
H: -1.41596 2.14257 -4.96103  0.225
H: -0.95179 0.53487 -4.31200  0.349
H: -2.62833 0.84055 -4.98474  0.315
H: -1.63407 -0.77177 -7.85740  0.441
H: -2.87766 -0.47076 -6.62594  0.332
H: -0.25870 -1.94893 -6.13696  0.281
H: -1.93515 -2.63482 -6.59588  0.318
H: -1.60664 -4.01990 -4.45987  0.362
H: -1.55375 -3.00293 -3.01283  -0.110
H: -0.12292 -3.14726 -4.07371  0.159
C: 6.10808 -7.14026 -5.71434  -0.808
O: 5.39754 -6.28458 -4.80494  -0.303
C: 6.13255 -5.18190 -4.47253  -0.631
C: 5.32296 -4.33822 -3.49806  -0.278
O: 4.11503 -3.93011 -4.03041  -0.374
C: 3.31894 -3.08058 -3.16972  -0.536
H: 7.06583 -7.43354 -5.28448  0.326
H: 6.32808 -6.79831 -6.72566  0.316
H: 5.52007 -8.05165 -5.82257  0.255
H: 6.36566 -4.65740 -5.39916  0.337
H: 7.10370 -5.50095 -4.09416  0.411
H: 6.04670 -3.57462 -3.21307  0.369
H: 5.14474 -4.83496 -2.54433  0.118
H: 3.02314 -3.75163 -2.36331  0.362
H: 2.44927 -2.81067 -3.76883  0.067
H: 3.80453 -2.18224 -2.78855  0.338
C: 3.38389 2.14665 0.47151  -0.352
O: 4.16382 3.20890 0.89425  -0.247
C: 5.20738 3.58923 -0.02705  -0.277
C: 6.47391 2.66608 -0.01139  -0.844
O: 7.07713 2.47628 1.22327  -0.358
C: 7.33179 3.74881 1.79915  -0.631
H: 2.57089 1.96271 1.17387  -0.333
H: 3.87124 1.17227 0.50572  0.386
H: 2.91850 2.50939 -0.44496  0.315
H: 5.45797 4.63329 0.16068  0.455
H: 4.77790 3.60195 -1.02879  0.213
H: 7.15000 2.95139 -0.81737  0.452
H: 6.31332 1.64342 -0.35268  0.377
H: 8.03120 3.56414 2.61451  0.270
H: 6.45183 4.16879 2.28638  0.124
H: 7.73103 4.41213 1.03188  0.359
C: 0.20064 -4.42714 8.57413  -0.824
O: -0.46842 -3.55414 7.65589  -0.353
C: -0.54116 -4.15048 6.32637  -0.997
C: -0.84175 -3.02843 5.35941  -0.062
O: 0.36436 -2.30630 5.18640  -0.107
C: 0.13717 -1.33830 4.10862  0.877
H: 1.27654 -4.27388 8.49007  0.301
H: -0.03440 -5.47933 8.41365  0.327
H: -0.05939 -4.23842 9.61570  0.286
H: -1.27271 -4.95600 6.26270  0.455
H: 0.47688 -4.50079 6.15613  0.368
H: -1.71091 -2.47948 5.72180  0.239
H: -1.16600 -3.56026 4.46492  0.197
H: 1.01543 -0.73059 3.89080  -0.187
H: -0.76566 -0.78015 4.35656  -0.357
H: -0.11396 -1.86064 3.18547  -0.264
C: 0.19255 8.14752 0.76413  -0.402
O: -1.12422 7.71216 0.66406  -0.496
C: -1.19278 6.41427 -0.01313  0.043
C: -2.60555 5.89576 -0.05300  0.728
O: -3.54714 6.86271 -0.46935  -0.494
C: -4.93917 6.37351 -0.44026  -0.491
H: 0.61853 8.19754 -0.23794  -0.033
H: 0.79431 7.49245 1.39410  0.235
H: 0.34620 9.09685 1.27722  0.346
H: -0.57489 5.65998 0.47407  0.109
H: -0.78215 6.39645 -1.02267  0.129
H: -2.92574 5.56105 0.93369  0.058
H: -2.63875 5.02352 -0.70583  -0.348
H: -5.02203 5.51815 -1.11078  -0.026
H: -5.62515 7.14651 -0.78668  0.394
H: -5.25523 5.92639 0.50223  0.304
C: 2.56907 6.28086 -1.67684  -0.352
O: 1.86952 6.20755 -2.94501  0.071
C: 2.25429 7.18504 -3.92827  -0.633
C: 1.75122 8.60130 -3.61807  -0.644
O: 2.53606 9.24686 -2.62157  -0.281
C: 3.40778 10.23327 -3.15837  -0.804
H: 2.07655 6.88237 -0.91283  -0.053
H: 3.54649 6.74415 -1.81137  0.472
H: 2.72471 5.32301 -1.18044  -0.076
H: 1.79928 6.78570 -4.83468  0.298
H: 3.31164 7.21905 -4.19088  0.451
H: 0.75624 8.52447 -3.17966  0.236
H: 1.63100 9.18917 -4.52804  0.538
H: 2.91414 10.89287 -3.87206  0.336
H: 4.28256 9.74884 -3.59217  0.295
H: 3.69093 10.75640 -2.24498  0.230
C: -3.66161 -5.27613 -2.03024  -0.845
O: -4.58913 -4.72512 -2.98589  -0.162
C: -4.63661 -5.25582 -4.29357  -0.387
C: -5.35677 -4.31193 -5.33855  -0.386
O: -6.56754 -3.68492 -4.99443  -0.382
C: -7.70333 -4.47925 -4.61306  -0.666
H: -3.78680 -4.81667 -1.04977  0.126
H: -2.62890 -5.19485 -2.36936  0.354
H: -3.92916 -6.32707 -1.92055  0.436
H: -4.97155 -6.29220 -4.33643  0.434
H: -3.61786 -5.33045 -4.67393  0.321
H: -5.51075 -4.72645 -6.33482  0.517
H: -4.63165 -3.54919 -5.62234  -0.112
H: -8.62469 -3.89858 -4.56840  0.252
H: -7.46027 -4.73274 -3.58118  0.251
H: -7.80084 -5.40544 -5.17942  0.319
C: 4.40071 3.03003 4.18949  -0.484
O: 4.08671 2.03124 5.16552  -0.490
C: 2.76764 1.58962 5.12593  -0.130
C: 2.32385 0.41997 6.01509  1.389
O: 2.86936 0.43369 7.35154  -0.534
C: 2.22184 -0.58609 8.15548  -0.615
H: 5.18948 3.71418 4.50236  0.333
H: 3.49557 3.62619 4.07372  0.343
H: 4.67993 2.65538 3.20471  0.105
H: 2.59732 1.29027 4.09177  0.068
H: 2.04264 2.38358 5.30510  0.414
H: 2.58705 -0.51807 5.52631  -0.332
H: 1.23865 0.50998 6.06346  -0.689
H: 2.80776 -0.70018 9.06750  0.362
H: 2.25227 -1.52970 7.61070  0.164
H: 1.16243 -0.49679 8.39584  0.262
C: -3.73802 -0.99984 3.52898  0.259
O: -5.09274 -1.06538 4.01957  -0.497
C: -5.95035 -1.71479 3.05456  0.130
C: -7.34496 -1.91386 3.61046  -0.792
O: -8.07746 -0.71586 3.90713  -0.378
C: -8.36714 0.13642 2.77137  -0.557
H: -3.76177 -0.46579 2.57908  -0.039
H: -3.25688 -1.95219 3.30617  0.200
H: -3.08543 -0.50357 4.24727  -0.113
H: -5.57350 -2.70922 2.81539  0.277
H: -6.01404 -1.10951 2.15030  0.049
H: -7.33771 -2.42325 4.57408  0.336
H: -7.94232 -2.57344 2.98100  0.392
H: -7.41358 0.56256 2.45956  0.112
H: -9.04837 0.97002 2.94208  0.327
H: -8.77649 -0.41198 1.92296  0.299
C: 0.19201 3.12065 2.44869  -0.650
O: -1.02640 3.81426 2.18230  -0.324
C: -2.18115 3.04675 2.44222  0.421
C: -2.39582 2.76861 3.95609  -1.240
O: -1.52238 1.84048 4.52720  0.366
C: -1.36954 2.11601 5.90736  -0.817
H: 0.39250 3.00029 3.51331  0.230
H: 1.08257 3.66550 2.13540  0.331
H: 0.15062 2.08010 2.12675  0.209
H: -2.04250 2.10409 1.91280  -0.466
H: -3.02362 3.56380 1.98287  0.342
H: -3.39569 2.36086 4.10475  0.482
H: -2.31530 3.72328 4.47593  0.383
H: -2.28671 1.98854 6.48239  0.338
H: -0.98012 3.09248 6.19539  0.418
H: -0.66503 1.35816 6.25005  -0.139
C: 1.84121 0.82795 -6.38663  -0.710
O: 2.50742 0.70992 -5.16713  -0.187
C: 2.91262 1.93574 -4.62753  -1.254
C: 1.82792 2.98331 -4.29916  -0.095
O: 0.79135 2.50025 -3.38918  0.831
C: -0.15384 3.46608 -2.96750  -1.089
H: 0.91480 1.39983 -6.33342  0.195
H: 1.48499 -0.14361 -6.72908  0.131
H: 2.47679 1.28300 -7.14628  0.416
H: 3.62915 2.39291 -5.30994  0.605
H: 3.52150 1.78665 -3.73583  0.240
H: 1.30622 3.40417 -5.15870  0.453
H: 2.39066 3.78144 -3.81499  -0.128
H: 0.24452 4.01465 -2.11399  0.071
H: -1.07734 3.02918 -2.58757  -0.230
H: -0.29917 4.16360 -3.79239  0.638
C: 4.46209 -6.05983 1.51041  -0.679
O: 4.70654 -5.10120 2.54688  -0.380
C: 4.33367 -3.75680 2.31917  0.188
C: 4.09499 -2.97450 3.56918  0.088
O: 5.35368 -2.72192 4.24441  -0.463
C: 5.26732 -1.66961 5.21784  -0.511
H: 4.87369 -6.99186 1.89770  0.284
H: 5.09125 -5.93853 0.62863  0.284
H: 3.40774 -6.25123 1.31093  0.186
H: 3.35314 -3.90950 1.86823  -0.300
H: 4.98618 -3.31549 1.56580  0.447
H: 3.38659 -3.48288 4.22325  0.183
H: 3.63066 -2.03351 3.27418  -0.005
H: 4.66465 -1.87436 6.10269  0.226
H: 4.97894 -0.73101 4.74459  0.150
H: 6.27185 -1.51044 5.60986  0.374

Force components x, y, z for each atom (eV/Å):
C -0.1 -0.2 -1.2
C -1.3 0.6 1.3
O 0.6 -0.2 -0.8
C 1.7 1.3 1.4
O -1.4 -0.6 -3.7
O -2.1 -1.8 2.2
H 0.1 -0.3 0.8
H 0.1 0.4 0.6
H 1.1 0.0 -0.5
H 1.1 0.7 0.1
C -0.8 0.9 -0.4
C -1.2 0.5 -0.2
O 0.5 -1.2 -1.6
C 0.7 -0.8 1.1
O -0.1 0.8 0.6
O 1.4 -0.8 1.3
H -0.2 0.4 -0.5
H -0.2 0.1 0.2
H -0.1 -0.1 0.0
H 0.0 0.1 -0.5
C -0.8 -0.1 0.4
C 0.8 0.2 -0.9
O 1.7 0.0 1.0
C 2.6 -0.3 0.1
O -4.2 -0.2 -0.9
O -0.1 0.1 0.3
H 0.2 0.1 0.1
H 0.5 -0.1 -0.3
H -0.2 0.5 0.1
H -0.5 -0.2 0.1
C -0.2 0.8 0.8
O 0.5 -0.2 -1.3
C -2.0 0.0 -0.3
C 0.4 -1.7 -0.8
O 0.9 0.4 0.3
C 0.0 0.3 0.7
H 0.6 0.1 0.5
H 0.1 0.1 0.0
H -0.2 0.1 0.4
H 0.3 -0.1 -0.4
H -0.3 0.0 0.4
H 0.0 0.7 -0.2
H -0.3 0.5 -0.2
H 0.2 0.1 -0.2
H 0.3 -0.9 -0.4
H -0.3 0.1 0.6
C 0.4 -0.4 -1.5
O -1.1 -0.7 0.3
C 0.8 -0.3 1.4
C 0.0 1.0 -0.1
O -0.5 -0.6 1.5
C -0.1 1.1 -0.5
H 0.1 -0.1 -0.1
H -0.4 0.1 0.2
H 0.0 0.0 0.5
H 0.1 0.6 -0.1
H -0.3 0.2 -0.1
H 0.2 -0.4 -0.8
H 0.5 -0.6 -0.4
H -0.2 0.0 -0.3
H 0.1 0.1 0.0
H 0.1 0.0 0.1
C -0.5 -0.7 0.9
O -0.3 -2.2 -1.6
C -0.3 0.6 -0.1
C 1.3 -0.3 0.6
O -0.3 1.4 -0.6
C 0.2 -1.5 -0.6
H 0.2 0.0 0.2
H -0.3 0.9 0.0
H -0.1 0.1 0.1
H -0.1 0.8 -0.1
H 0.2 0.2 0.7
H -0.3 1.0 -0.1
H 0.0 -0.7 0.1
H -0.3 0.4 0.5
H 0.1 0.1 0.1
H 0.3 -0.1 -0.1
C -1.0 -0.2 0.3
O 1.8 1.1 0.5
C -0.2 -1.0 0.2
C -1.2 -1.0 -0.9
O 0.0 1.1 0.3
C 0.4 -0.7 0.9
H -0.1 0.6 0.3
H 0.5 0.0 -0.9
H -0.1 -1.0 -0.7
H 0.1 -0.1 0.4
H 0.1 -0.3 -0.4
H 0.5 1.0 0.1
H -1.0 -0.1 0.1
H 0.3 0.2 -0.2
H -0.3 0.1 -0.3
H 0.2 0.3 0.2
C 0.0 0.3 -0.2
O -0.5 -1.1 0.1
C 0.8 1.4 1.5
C 0.6 -1.6 0.5
O -0.8 1.1 -1.4
C -0.3 -1.0 0.5
H 0.2 -0.2 -0.1
H 0.0 -0.1 -0.3
H -0.3 0.5 -0.2
H -0.1 -0.1 0.2
H -0.1 -0.4 -0.6
H 0.2 0.6 0.1
H 0.1 0.3 -0.7
H -0.1 0.0 0.5
H 0.3 0.6 0.1
H 0.1 -0.3 -0.2
C 0.9 -0.2 0.0
O -0.7 -1.4 -0.5
C 0.0 0.8 0.4
C -0.8 0.0 0.6
O -1.9 0.1 -0.3
C 1.9 -0.3 -0.5
H 0.4 0.2 0.0
H 0.2 -0.6 -0.1
H -0.9 0.3 -0.3
H -0.1 0.0 0.6
H 0.0 0.9 -0.4
H 0.2 -0.2 0.3
H 0.2 -0.1 -0.1
H 0.1 -0.1 -0.6
H 0.4 0.1 0.2
H 0.2 0.6 0.6
C 0.3 0.6 -0.2
O 1.0 0.2 0.8
C -0.8 -0.1 0.0
C -0.3 -0.8 0.7
O -0.4 0.1 -1.0
C 0.0 -0.6 1.2
H -0.4 0.2 -0.4
H 0.1 -0.1 -0.1
H -0.2 -0.5 -0.7
H -0.4 0.3 -0.1
H 0.5 -0.2 0.6
H -0.2 -0.2 -0.1
H 0.3 0.2 -0.1
H 0.0 0.0 0.0
H 0.2 0.2 -0.3
H 0.4 0.5 -0.4
C -0.8 -0.8 -1.0
O -0.4 1.0 0.3
C 0.5 0.1 -0.8
C 0.1 -0.3 0.3
O -0.5 1.0 0.0
C 1.6 -0.2 1.1
H -0.2 0.4 -0.4
H 0.1 0.1 0.0
H 0.3 -0.3 0.2
H -0.6 -0.1 0.3
H 0.4 0.1 -0.2
H 0.1 -1.3 0.1
H -0.2 0.7 0.7
H 0.3 0.2 -0.6
H -0.5 -0.6 0.2
H -0.1 0.1 -0.3
C -1.1 0.0 0.2
O 1.4 0.1 0.7
C -0.6 0.1 -0.5
C 1.2 0.2 0.6
O -1.3 -0.3 -0.2
C 1.0 -0.3 -0.7
H 0.1 -0.4 0.5
H -0.1 0.4 -0.3
H -0.1 -0.5 0.1
H -0.5 -0.4 -0.3
H 0.2 0.7 0.2
H 0.0 -0.3 0.2
H -0.1 -0.2 -0.1
H -0.1 0.2 0.0
H 0.2 -0.3 -0.1
H -0.1 0.9 -0.1
C -0.6 0.4 -0.3
O 0.3 -0.9 -0.6
C 0.1 0.4 1.0
C -0.5 0.7 0.8
O -0.7 0.7 -0.8
C 1.2 -0.7 0.1
H 0.3 0.3 0.0
H -0.4 -0.5 0.1
H -0.4 0.3 0.1
H 0.3 -0.1 -0.2
H 0.3 0.0 -0.3
H 0.4 0.0 0.1
H 0.0 0.1 -0.6
H 0.0 0.3 -0.3
H 0.0 -0.3 0.9
H -0.1 -0.4 0.0
C -0.1 -0.2 1.1
O 0.8 0.4 0.0
C 0.9 -0.9 0.8
C -0.9 0.6 -1.2
O 0.7 0.4 0.3
C 0.4 -1.2 0.4
H -0.4 0.2 0.4
H -0.4 0.1 -0.9
H 0.1 0.0 -0.7
H -0.3 -0.4 0.0
H 0.0 0.0 0.3
H -0.5 0.3 -0.1
H -0.1 0.2 0.1
H -0.4 -0.1 -0.2
H 0.2 0.3 -0.6
H 0.0 0.1 0.2
C -0.6 0.3 -0.6
O -0.1 -0.5 0.9
C -0.4 0.5 0.1
C -0.6 -0.3 0.9
O 1.0 -0.9 -0.4
C 0.9 0.5 0.0
H 0.2 0.3 0.2
H 0.5 -0.2 0.2
H 0.2 0.0 -0.2
H 0.0 0.5 -0.4
H -0.4 -0.6 0.2
H 0.2 -0.1 -0.3
H -0.1 0.4 0.1
H 0.2 0.4 0.0
H 0.0 -0.4 -0.5
H -0.5 0.2 0.1
C 0.9 -0.1 1.0
O 0.8 -0.9 0.5
C -1.3 -1.6 -1.1
C 1.5 0.4 0.5
O -1.1 0.3 0.3
C 0.8 -0.2 -0.5
H -0.3 -0.1 0.4
H -0.3 0.8 -0.4
H -0.1 0.4 -0.2
H -0.4 1.0 -0.4
H 0.2 0.5 0.2
H 0.0 -0.2 0.2
H 0.0 0.3 -0.1
H -0.5 -0.3 -0.2
H -0.3 0.1 0.0
H 0.1 -0.1 -0.2

The calculation puts the total energy at -137201.709 eV. For the maximum force, the calculation gives 4.3 eV/A. The orbital gap comes out at 8.746 eV. For the HOMO energy, the calculation gives -8.9 eV.